No. 1
This record from OMol25 describes a cluster of 2 separate species, C6H9N2O2 in total at a distorted geometry. The level of theory is ωB97M-V/def2-TZVPD.

Total charge: +1
Energy relative to the best compared isomer or geometry (same formula, charge and spin), kcal per mole: 84.4

Structure (XYZ):
```
19
Properties=species:S:1:pos:R:3:forces:R:3:nbo_charge:R:1
C -1.416 0.475 -0.833 0.68 -0.66 0.75 -0.039
C -0.701 -0.246 0.037 -0.24 -0.91 -1.40 -0.065
C 0.536 1.647 -0.498 1.22 1.33 -1.76 0.302
C -0.998 -2.959 -3.735 -2.00 -0.26 -0.52 1.017
C 0.683 0.783 1.608 -0.50 -0.08 3.06 -0.446
C 1.633 -0.789 -0.255 -1.04 1.63 -0.39 -0.360
N -0.639 1.644 -1.090 -0.36 0.44 -1.08 -0.569
N 0.672 0.342 0.201 -3.75 -0.18 -0.76 -0.333
O -2.049 -3.292 -3.985 -3.00 -1.47 -0.79 -0.488
O -0.007 -2.513 -3.471 5.01 1.75 1.34 -0.528
H -2.366 0.248 -1.325 0.37 0.32 0.47 0.276
H -0.852 -1.247 0.421 -0.25 0.26 0.03 0.254
H 1.420 1.588 1.777 -0.03 -0.77 -0.16 0.268
H -0.355 1.272 1.844 1.87 -1.08 -0.46 0.256
H 0.845 -0.140 2.308 -0.29 1.82 -1.30 0.250
H 2.618 -0.457 -0.062 1.02 0.04 0.68 0.246
H 1.219 -1.572 0.360 0.80 -0.72 -0.18 0.225
H 1.569 -0.935 -1.348 -0.53 -0.05 0.63 0.259
H -0.982 2.405 -1.773 1.03 -1.42 1.82 0.475
```
Positions in Å, forces in eV/Å.


No. 2
This record from OMol25 describes the ion C6H9N2O2 with charge +1 at a distorted geometry. The level of theory is ωB97M-V/def2-TZVPD.

Total charge: +1
Energy relative to the best compared isomer or geometry (same formula, charge and spin), kcal per mole: 153.7

Structure (XYZ):
```
19
Properties=species:S:1:pos:R:3:forces:R:3:nbo_charge:R:1
C 0.050 0.019 0.425 8.18 -3.07 0.50 0.572
C 3.342 -1.325 1.234 3.11 0.51 0.64 0.206
C 0.023 1.767 -1.373 -1.74 -0.39 0.09 0.464
C -2.014 0.667 -0.158 0.86 0.64 1.26 -0.392
C -1.901 -0.848 -0.333 -1.33 -1.07 -0.71 -0.235
C -0.536 1.271 -0.018 -1.21 0.57 0.35 -0.449
N 1.678 0.132 0.843 -5.59 2.12 -0.81 -0.261
N -0.539 -1.149 0.155 -0.26 2.50 0.28 -0.506
O 0.433 0.952 -2.138 0.59 0.74 -0.74 -0.476
O 2.245 -1.063 0.765 -2.31 -2.70 -0.80 -0.201
H 3.827 -2.310 1.117 -0.94 0.44 -0.16 0.214
H 3.927 -0.497 1.654 -0.26 -0.22 0.14 0.192
H -0.293 2.876 -1.568 1.01 -1.52 -0.06 0.160
H -2.557 1.070 -0.971 -0.75 0.73 -0.55 0.247
H -2.422 0.906 0.819 -0.72 -0.01 -0.18 0.239
H -2.730 -1.452 0.201 1.53 1.06 -0.59 0.246
H -1.993 -1.097 -1.419 0.32 -0.02 0.83 0.233
H -0.383 2.189 0.617 -0.60 -1.40 0.18 0.288
H -0.156 -2.108 0.147 0.10 1.09 0.33 0.460
```
Positions in Å, forces in eV/Å.


No. 3
This record from OMol25 describes the molecule C6H9N3 at a distorted geometry. The level of theory is ωB97M-V/def2-TZVPD.

Energy relative to the best compared isomer or geometry (same formula, charge and spin), kcal per mole: 64.5
SMILES: C/C=N\C=C/N=C=NC

Structure (XYZ):
```
18
Properties=species:S:1:pos:R:3:forces:R:3:nbo_charge:R:1
C 1.567 0.702 -0.781 0.57 -2.12 -0.92 -0.030
C 1.406 -0.660 -0.773 1.43 1.86 0.02 -0.110
C 0.213 2.285 0.497 -0.21 0.55 0.73 0.697
C -0.324 -2.228 -0.333 -0.18 -1.57 -0.40 0.184
C -0.326 -3.221 -1.489 -1.26 0.88 -0.28 -0.711
C -1.278 3.145 2.183 0.83 -0.03 -0.08 -0.431
N 0.534 1.516 -0.366 0.73 0.25 -0.92 -0.521
N 0.329 -1.191 -0.082 0.05 0.00 0.45 -0.443
N -0.147 3.141 1.278 0.54 -0.01 -1.16 -0.532
H 2.499 1.064 -1.320 -1.49 0.18 0.95 0.207
H 2.328 -1.201 -1.081 -1.14 -0.22 0.07 0.195
H -1.074 -2.578 0.385 0.06 0.57 0.33 0.152
H -1.437 -3.276 -1.696 1.04 -0.13 -0.12 0.227
H -0.089 -4.248 -1.093 0.37 1.05 -0.86 0.241
H 0.136 -2.785 -2.425 0.02 -1.14 1.10 0.232
H -2.217 2.951 1.495 1.46 0.16 2.23 0.214
H -0.898 2.400 2.982 -1.93 0.93 -0.91 0.214
H -1.219 4.184 2.619 -0.89 -1.22 -0.24 0.213
```
Positions in Å, forces in eV/Å.


No. 4
This record from OMol25 describes a cluster of 3 separate species, C6H9N3 in total. The level of theory is ωB97M-V/def2-TZVPD.

Energy relative to the best compared isomer or geometry (same formula, charge and spin), kcal per mole: 11.0
SMILES: CC#N.CC#N.CC#N

Structure (XYZ):
```
18
Properties=species:S:1:pos:R:3:forces:R:3:nbo_charge:R:1
C 2.157 0.349 -2.955 -0.53 0.32 -0.16 -0.718
C 2.904 1.301 -2.135 -0.19 -0.19 0.04 0.284
N 3.453 2.090 -1.509 0.04 -0.06 -0.03 -0.324
H 2.437 -0.688 -2.801 0.35 0.05 -0.02 0.262
H 2.242 0.652 -3.998 0.25 -0.26 -0.06 0.252
H 1.089 0.408 -2.739 0.08 0.12 0.24 0.245
C -0.803 -1.752 3.031 0.11 -0.35 -0.35 -0.724
C -0.019 -1.910 1.811 -0.07 -0.17 0.12 0.306
N 0.585 -2.019 0.843 0.11 0.02 -0.28 -0.363
H -0.539 -0.777 3.434 -0.40 -0.04 0.28 0.277
H -0.600 -2.569 3.721 0.27 0.15 0.08 0.251
H -1.854 -1.847 2.761 -0.04 0.43 0.12 0.253
C -1.882 1.064 -0.399 -0.88 0.38 0.17 -0.720
C -1.702 1.169 1.047 0.28 -0.30 -0.87 0.303
N -1.537 1.333 2.165 0.01 -0.02 0.74 -0.350
H -2.672 0.356 -0.652 0.10 -0.15 0.18 0.253
H -0.985 0.795 -0.942 0.20 0.12 0.17 0.258
H -2.272 2.045 -0.686 0.31 -0.07 -0.38 0.257
```
Positions in Å, forces in eV/Å.


No. 5
This record from OMol25 describes a structure of composition C6H9N3 at a distorted geometry. The level of theory is ωB97M-V/def2-TZVPD.

Energy relative to the best compared isomer or geometry (same formula, charge and spin), kcal per mole: 135.1

Structure (XYZ):
```
18
Properties=species:S:1:pos:R:3:forces:R:3:nbo_charge:R:1
C 2.119 -2.687 0.705 -0.74 3.77 0.34 -0.094
C 0.372 0.445 0.793 -0.55 -0.78 -0.91 -0.103
C -1.053 1.034 0.753 -1.94 0.39 -0.58 -0.077
C -0.998 1.930 -0.512 -0.63 0.21 -3.22 -0.422
C -0.854 0.485 -1.091 -0.86 -0.32 -2.50 -0.076
C 0.491 -0.068 -0.598 -1.50 1.24 -0.63 -0.117
H 1.417 -3.479 0.849 -0.27 -0.89 -0.16 0.169
H 3.257 -2.830 0.763 -2.00 0.22 -0.19 0.199
H 1.222 0.707 1.332 0.86 1.04 1.11 0.238
H -1.569 1.393 1.604 0.03 0.19 1.27 0.214
H -0.159 2.633 -0.700 -0.20 -0.48 0.48 0.202
H -1.929 2.400 -1.234 1.87 -1.20 3.13 0.213
H -0.975 0.447 -2.219 -0.42 -0.67 1.32 0.201
H -2.803 0.221 -0.234 -0.80 1.06 -0.21 0.358
H 1.316 -0.145 -1.332 -0.39 0.16 1.14 0.246
N 1.693 -1.444 0.623 2.79 -1.82 0.60 -0.310
N 0.321 -0.995 0.532 1.05 -2.59 -0.60 -0.249
N -1.869 -0.044 -0.034 3.69 0.48 -0.40 -0.590
```
Positions in Å, forces in eV/Å.


No. 6
This record from OMol25 describes a cluster of 2 separate species, C6H9N3 in total at a distorted geometry. The level of theory is ωB97M-V/def2-TZVPD.

Energy relative to the best compared isomer or geometry (same formula, charge and spin), kcal per mole: 127.5
SMILES: C=C=NC=C.C=C=NN

Structure (XYZ):
```
18
Properties=species:S:1:pos:R:3:forces:R:3:nbo_charge:R:1
C -0.087 -1.577 0.780 2.77 -2.03 4.45 -0.006
C -0.134 -0.368 -1.287 1.11 -1.60 -0.40 0.463
C 0.348 1.914 0.426 0.72 -0.54 0.34 0.335
C 0.290 0.189 -2.393 0.45 1.81 -0.90 -0.677
C 1.547 1.396 0.438 2.20 0.75 0.73 -0.623
C -0.795 -1.660 1.945 2.52 -0.34 -2.57 -0.469
N -0.381 -1.198 -0.444 -1.49 1.37 -2.21 -0.449
N -0.747 2.429 0.437 -1.63 0.87 -0.38 -0.260
N -1.918 1.735 0.263 1.18 -0.21 1.42 -0.647
H 1.008 -1.970 0.871 -1.99 0.37 -0.46 0.200
H 1.322 -0.120 -2.821 -2.12 0.58 0.75 0.263
H -0.224 1.166 -2.671 0.98 -1.45 0.01 0.249
H 2.201 1.585 -0.455 -0.80 -0.60 0.84 0.237
H 2.100 1.154 1.410 -1.14 0.22 -1.47 0.240
H -0.319 -2.257 2.716 -0.41 0.60 0.24 0.219
H -1.668 -1.102 1.987 -1.91 0.39 0.67 0.201
H -1.834 0.814 -0.018 0.44 -2.09 -0.57 0.346
H -2.754 2.112 -0.054 -0.87 1.91 -0.47 0.378
```
Positions in Å, forces in eV/Å.


No. 7
This record from OMol25 describes the molecule C6H9N3 at a distorted geometry. The level of theory is ωB97M-V/def2-TZVPD.

Energy relative to the best compared isomer or geometry (same formula, charge and spin), kcal per mole: 171.8
SMILES: C1=NN2C[C@H]2[C@H]2CN2C1

Structure (XYZ):
```
18
Properties=species:S:1:pos:R:3:forces:R:3:nbo_charge:R:1
C 1.135 1.163 -0.629 4.02 -0.65 -0.20 -0.312
C 1.532 -0.295 -0.950 5.55 3.74 4.53 0.091
C -1.421 -1.543 -0.258 2.35 -1.58 2.74 -0.206
C -1.461 -0.071 -0.171 -1.04 -0.88 -4.26 -0.200
C -1.002 0.758 0.820 5.53 4.60 5.41 -0.104
C 0.392 0.317 1.480 -2.40 -1.59 -1.09 -0.259
H 2.170 1.677 -0.411 -1.96 -0.44 -1.05 0.210
H 0.714 1.384 -1.585 -0.70 1.45 -0.31 0.224
H 2.499 -0.808 -0.425 -1.30 1.75 -2.18 0.201
H -2.286 -2.204 -0.444 0.75 0.16 -0.07 0.214
H -0.438 -1.843 0.439 -3.83 -0.71 -0.55 0.188
H -2.026 0.667 -0.745 -1.27 -1.41 -0.66 0.241
H -1.605 1.666 1.272 0.83 -2.54 -0.94 0.252
H 0.816 0.579 2.421 -0.29 -0.40 1.00 0.215
H 0.466 -0.789 1.057 0.95 2.59 1.47 0.176
N 0.755 -1.145 -1.222 -6.02 -6.26 -0.64 -0.264
N -0.655 -0.910 -1.222 0.53 2.71 -2.82 -0.271
N 0.414 1.397 0.573 -1.72 -0.54 -0.39 -0.395
```
Positions in Å, forces in eV/Å.


No. 8
This record from OMol25 describes the molecule C6H9N3O at a distorted geometry. The level of theory is ωB97M-V/def2-TZVPD.

Energy relative to the best compared isomer or geometry (same formula, charge and spin), kcal per mole: 70.0
SMILES: CC(=O)Nc1nccn1C

Structure (XYZ):
```
19
Properties=species:S:1:pos:R:3:forces:R:3:nbo_charge:R:1
C -3.230 0.008 -0.357 -0.63 -5.95 5.55 -0.713
C -1.920 -0.414 0.289 -0.07 0.12 -1.04 0.701
C 0.468 -0.487 -0.157 -1.08 -0.25 -1.37 0.477
C 2.244 -1.703 0.013 -2.87 -7.84 -3.23 -0.066
C 2.615 -0.493 0.171 -6.16 1.65 -0.78 -0.120
C 1.523 1.811 0.302 -7.70 -2.98 3.66 -0.408
H -3.584 -0.894 -0.839 -0.22 0.20 -0.65 0.245
H -3.278 0.841 -0.801 0.32 6.02 -4.43 0.203
H -3.960 0.202 0.460 0.47 -0.60 -0.13 0.237
H -1.010 0.384 -1.439 0.61 -0.94 2.64 0.410
H 2.774 -2.803 -0.193 -1.12 3.59 1.04 0.227
H 3.467 -0.231 0.418 7.91 3.37 2.19 0.190
H 0.519 2.215 -0.184 2.93 -0.19 0.41 0.241
H 2.466 2.127 0.263 3.44 1.76 -1.31 0.213
H 1.245 1.926 1.475 0.62 0.04 -2.45 0.199
N -0.808 0.034 -0.427 -0.97 0.83 -1.86 -0.673
N 0.853 -1.696 -0.337 0.92 -1.98 0.89 -0.464
N 1.473 0.318 0.102 3.44 2.82 0.65 -0.332
O -1.857 -1.146 1.240 0.15 0.34 0.22 -0.568
```
Positions in Å, forces in eV/Å.